<P>
Entry from the OMol25 dataset: a 2-piece molecular cluster, C5H10NO overall (the ωB97M-V functional and the def2-TZVPD basis).

Computed properties:
- LUMO energy (eV) = -4.565
- net charge = +1
- M (u) = 100.14

Last column: Mulliken charge in e.
CARTESIAN COORDINATES (ANGSTROEM)
H -3.28 -1.60 -1.06  0.287
H 3.02 -1.18 -1.43  0.272
H 2.51 1.12 1.35  0.314
H 2.93 0.61 -0.87  0.345
H -3.57 0.21 -1.02  0.352
N 0.81 0.43 0.31  -0.087
O 1.28 -0.45 -0.55  -0.195
C -1.26 0.41 0.58  0.021
H 3.45 -0.70 0.29  0.259
H 0.82 1.78 1.73  0.191
C 1.43 1.14 1.16  -0.137
H -1.27 0.93 1.49  0.356
H -1.15 -0.62 -1.15  0.470
C -3.28 -0.61 -0.43  -0.934
H -3.41 -0.71 0.61  0.362
C -1.75 -0.28 -0.37  -0.207
C 2.72 -0.47 -0.64  -0.668

---

<Q>
Entry from the OMol25 dataset: an isolated ion of composition C5H10NO and charge +1 (the ωB97M-V functional and the def2-TZVPD basis).

Computed properties:
- LUMO energy (alpha / beta) (eV) = -4.839 / -4.298
- net charge = +1
- M (u) = 100.14

Last column: Mulliken charge in e.
CARTESIAN COORDINATES (ANGSTROEM)
H 1.65 -0.69 -1.02  0.344
C 1.25 0.26 0.98  -0.705
H -2.72 1.59 -0.98  0.232
H 0.81 0.57 1.87  0.402
H 0.44 -1.86 -1.28  0.359
C -1.67 1.26 -0.63  -0.621
H -1.27 -1.17 1.71  0.411
N 0.69 -0.91 -1.02  -0.238
O 1.35 1.35 0.01  -0.493
C 0.37 -0.82 0.46  -0.120
H 2.05 2.01 -0.03  0.289
H -1.34 -2.03 0.37  0.339
C -1.18 -1.00 0.72  -0.645
H 0.04 -0.26 -1.70  0.368
H 2.11 -0.34 1.23  0.433
H -0.91 1.87 -0.80  0.407
C -1.66 0.18 0.08  0.237

---

<R>
Entry from the OMol25 dataset: an isolated ion of composition C5H10NO and charge +1 (the ωB97M-V functional and the def2-TZVPD basis).

Computed properties:
- SMILES string = [NH3+]/C=C/CCC=O
- LUMO energy (eV) = -3.924
- net charge = +1
- M (u) = 100.14

Last column: Mulliken charge in e.
CARTESIAN COORDINATES (ANGSTROEM)
N -1.65 -0.20 1.66  -0.261
O 1.23 -0.82 1.05  -0.488
C 1.15 -0.48 -1.34  -0.610
C -0.29 1.23 0.05  -0.028
C 0.65 0.98 -1.16  -0.733
H -1.63 -0.38 -0.43  0.260
H 1.77 -0.75 -2.26  0.377
H 1.37 1.76 -1.00  0.392
H -0.49 2.21 0.56  0.363
H 2.53 -1.88 -0.24  0.328
H -1.90 0.46 2.37  0.372
C 1.72 -1.12 -0.04  0.159
H -1.09 -0.75 2.26  0.336
C -1.18 0.27 0.40  -0.430
H 0.25 -1.03 -1.50  0.220
H -2.54 -0.74 1.73  0.414
H 0.12 1.25 -2.11  0.329

---

<S>
Entry from the OMol25 dataset: an isolated ion of composition C5H10NO and charge +1 (the ωB97M-V functional and the def2-TZVPD basis).

Computed properties:
- SMILES string = [NH3+]/C=C/CCC=O
- LUMO energy (eV) = -3.783
- net charge = +1
- M (u) = 100.14

Last column: Mulliken charge in e.
CARTESIAN COORDINATES (ANGSTROEM)
H 1.33 -0.57 0.41  0.330
C 0.88 1.34 1.24  -0.565
C 0.70 0.30 0.14  -0.703
H -2.51 -1.72 -0.41  0.316
H -0.46 -0.77 -2.23  0.391
C -0.94 -0.78 -1.28  -0.069
H -1.33 -0.42 0.81  0.292
H 1.07 0.66 -0.81  0.347
C -0.66 -0.39 -0.04  -0.397
N -2.24 -1.64 -1.39  -0.281
C 2.43 1.40 1.42  -0.004
H 2.82 0.73 2.18  0.370
H -1.99 -2.47 -1.91  0.370
H 0.49 2.34 1.00  0.310
O 2.99 2.03 0.56  -0.429
H 0.37 1.04 2.16  0.368
H -2.96 -1.09 -1.86  0.354

---

How far above the most stable structure does each one sit? In hartree: <P> 0.1553; <Q> 0.1467; <R> 0.0481; <S> 0.0000.

---

<P>
Entry from the OMol25 dataset: an isolated ion of composition C5H10NO and charge +1 (the ωB97M-V functional and the def2-TZVPD basis).

Computed properties:
- SMILES string = C=C([NH3+])CCC=O
- LUMO energy (eV) = -3.578
- net charge = +1
- M (u) = 100.14

Last column: Mulliken charge in e.
CARTESIAN COORDINATES (ANGSTROEM)
H 0.53 -0.36 2.08  0.391
C -1.06 0.80 1.00  -0.844
H 0.21 -1.93 -1.63  0.358
H -0.88 -0.81 -1.04  0.358
H -1.92 0.16 1.17  0.347
H -1.90 2.50 -0.27  0.421
H 2.61 0.38 -0.35  0.239
C 0.86 -0.66 -0.08  0.555
H -0.56 -2.28 -0.24  0.369
C -1.33 1.57 -0.29  0.136
H 1.11 0.92 1.11  0.339
O -1.28 1.01 -1.37  -0.539
N -0.14 -1.51 -0.78  -0.199
H 2.43 -1.06 -1.49  0.278
H -1.07 1.59 1.75  0.377
C 2.02 -0.46 -0.69  -0.998
C 0.35 0.14 1.12  -0.587

---

<Q>
Entry from the OMol25 dataset: an isolated ion of composition C5H10NO and charge +1 (the ωB97M-V functional and the def2-TZVPD basis).

Computed properties:
- SMILES string = [NH3+]/C=C/CCC=O
- LUMO energy (eV) = -4.755
- net charge = +1
- M (u) = 100.14

Last column: Mulliken charge in e.
CARTESIAN COORDINATES (ANGSTROEM)
H 0.68 -1.24 -2.70  0.375
C 1.37 -0.01 -1.21  -0.544
H -3.21 0.44 1.65  0.373
C 0.26 0.44 0.84  -0.531
C 0.15 0.29 -0.65  -0.122
H -1.20 1.85 1.75  0.370
N 1.49 -1.23 -2.05  -0.253
O -2.31 -0.64 0.20  -0.467
H 0.63 -0.43 1.36  0.354
C -2.28 0.06 1.18  0.075
C -1.04 0.77 1.67  -0.784
H 0.84 1.35 1.06  0.357
H 2.37 -1.16 -2.55  0.367
H -0.64 0.88 -1.12  0.379
H 1.50 -2.11 -1.52  0.358
H -0.86 0.41 2.69  0.347
H 2.24 0.31 -0.60  0.347

---

How far above the most stable structure does each one sit? In hartree: <P> 0.0000; <Q> 0.0814.

---

<P>
Entry from the OMol25 dataset: C4H5N as an isolated structure (the ωB97M-V functional and the def2-TZVPD basis).

Computed properties:
- LUMO energy (eV) = 0.228
- M (u) = 67.09

Last column: Mulliken charge in e.
CARTESIAN COORDINATES (ANGSTROEM)
C 0.31 1.82 -0.92  -0.529
C -0.07 -1.27 0.47  0.361
C -0.03 0.75 -0.24  0.226
C -0.90 -0.14 0.30  -0.614
H -0.29 2.14 -1.77  0.239
H 1.21 2.38 -0.71  0.247
N 0.02 -2.23 1.25  -0.621
H -1.91 0.00 0.67  0.319
H 0.74 -2.92 1.03  0.265
H 0.92 -0.52 -0.07  0.107

---

<Q>
Entry from the OMol25 dataset: one molecule with the formula C4H5N (the ωB97M-V functional and the def2-TZVPD basis).

Computed properties:
- LUMO energy (eV) = 0.196
- M (u) = 67.09

Last column: Mulliken charge in e.
CARTESIAN COORDINATES (ANGSTROEM)
C -0.09 -0.74 0.68  -0.476
H 0.84 -1.30 0.56  0.282
H -0.33 1.30 1.48  0.323
H -0.69 -1.08 1.51  0.225
N 0.45 -0.48 -2.78  -0.418
H -0.59 1.14 -0.21  0.205
C -0.05 -0.38 -1.74  0.336
C -0.82 -0.32 -0.53  -0.221
C 0.13 0.78 0.64  -0.577
H 1.15 1.08 0.39  0.320

---

How far above the most stable structure does each one sit? In hartree: <P> 0.0258; <Q> 0.0000.

---

<P>
Entry from the OMol25 dataset: a 2-piece molecular cluster, C4H5N overall (the ωB97M-V functional and the def2-TZVPD basis).

Computed properties:
- SMILES string = C#CC#N.C
- LUMO energy (eV) = 0.094
- M (u) = 67.09

Last column: Mulliken charge in e.
CARTESIAN COORDINATES (ANGSTROEM)
N 1.94 -1.34 -1.61  -0.406
C 0.09 1.75 -2.62  -0.084
C 1.32 -0.41 -1.87  0.071
C -0.83 -1.65 0.43  -0.748
H -0.19 2.73 -2.60  0.434
C 0.60 0.69 -2.24  0.003
H -0.69 -0.60 -0.03  0.027
H -0.52 -1.71 1.49  0.229
H -1.87 -1.95 0.51  0.262
H -0.17 -2.31 -0.16  0.211

---

<Q>
Entry from the OMol25 dataset: one molecule with the formula C4H5N (the ωB97M-V functional and the def2-TZVPD basis).

Computed properties:
- LUMO energy (alpha / beta) (eV) = 0.777 / 0.776
- M (u) = 67.09

Last column: Mulliken charge in e.
CARTESIAN COORDINATES (ANGSTROEM)
N -1.05 -0.25 -0.39  -0.110
C -1.13 1.07 -0.51  -0.482
C 2.28 -0.01 0.70  0.304
H -0.36 -2.02 0.51  0.337
C -0.10 -1.00 0.22  -0.634
C 1.16 -0.44 0.52  -0.568
H -0.43 1.63 0.10  0.252
H 3.28 0.33 0.87  0.386
H -1.79 -0.80 -0.83  0.265
H -1.86 1.49 -1.20  0.248

---

How far above the most stable structure does each one sit? In hartree: <P> 0.0000; <Q> 0.0332.

---

<P>
Entry from the OMol25 dataset: one molecule with the formula C4H5N (the ωB97M-V functional and the def2-TZVPD basis).

Computed properties:
- SMILES string = C1=CCN=C1
- LUMO energy (eV) = 0.896
- M (u) = 67.09

Last column: Mulliken charge in e.
CARTESIAN COORDINATES (ANGSTROEM)
H 1.13 0.21 -1.92  0.379
C -0.40 0.23 1.05  -0.269
H -0.46 -1.92 -1.32  0.372
H -0.19 0.37 2.12  0.339
C -0.18 -1.12 -0.64  -0.319
C 0.52 0.89 0.07  -0.429
N -0.62 -1.13 0.57  -0.501
C 0.59 0.07 -0.99  -0.149
H 1.04 1.84 0.19  0.374
H -1.43 0.57 0.88  0.202

---

<Q>
Entry from the OMol25 dataset: one molecule with the formula C4H5N (the ωB97M-V functional and the def2-TZVPD basis).

Computed properties:
- SMILES string = C#C[C@H]1CN1
- LUMO energy (eV) = 1.111
- M (u) = 67.09

Last column: Mulliken charge in e.
CARTESIAN COORDINATES (ANGSTROEM)
H 3.23 0.08 0.23  0.401
C -1.04 0.76 -0.07  -0.410
H -0.74 -0.94 -1.56  0.294
C 1.02 -0.44 0.24  -0.530
H -0.51 1.49 -0.68  0.274
N -1.32 -0.65 -0.73  -0.568
C 2.18 -0.12 0.23  0.095
C -0.40 -0.49 0.36  -0.134
H -0.83 -0.96 1.24  0.341
H -1.60 1.27 0.75  0.238

---

How far above the most stable structure does each one sit? In hartree: <P> 0.0000; <Q> 0.1019.